(a)
14
Properties=species:S:1:pos:R:3 method="wB97M-V/def2-TZVPD" multiplicity=1 lumo_energy_ha="-0.1724 / -0.1858" orbital_gap_ev="7.86 / 8.57" total_charge=+1
C -1.173 -0.086 0.040
C -2.437 -0.057 0.141
C -3.722 0.039 0.250
C 0.006 -0.101 -0.376
C 2.497 0.019 0.380
N 1.362 -0.664 -0.262
H -4.341 -0.766 0.167
H -4.224 1.017 0.307
H 0.673 2.275 -1.275
H 3.392 -0.050 -0.188
H 2.406 1.113 0.329
H 2.677 -0.168 1.478
H 1.334 -1.616 0.215
H 1.548 -0.954 -1.207

(b)
14
Properties=species:S:1:pos:R:3 method="wB97M-V/def2-TZVPD" multiplicity=1 lumo_energy_ha=-0.2151 orbital_gap_ev=6.75 total_charge=+1
C -0.197 0.126 -0.195
C -1.493 0.029 -0.031
C 0.758 0.086 0.840
C 2.117 0.053 0.611
C -2.907 -0.105 -0.064
N 2.695 -0.170 -0.597
H 0.400 0.276 1.838
H 2.668 -0.055 1.579
H -3.184 -1.138 0.075
H -3.007 0.327 -1.141
H -3.436 0.470 0.542
H 3.579 -0.085 -0.935
H 0.016 0.077 -1.214
H 1.991 0.112 -1.308

(c)
14
Properties=species:S:1:pos:R:3 method="wB97M-V/def2-TZVPD" multiplicity=1 lumo_energy_ha=-0.1948 orbital_gap_ev=9.28 total_charge=+1
C -2.635 0.388 0.156
C -1.347 0.000 0.501
C -0.422 -0.150 -0.541
C 0.868 -0.051 -0.350
N 1.922 -0.025 0.133
C 3.257 0.354 0.298
H -3.418 -0.247 0.707
H -2.604 0.350 -0.859
H -2.847 1.460 0.471
H -0.905 0.191 1.459
H -0.812 -0.390 -1.552
H 3.259 1.484 0.440
H 3.850 0.407 -0.655
H 3.798 -0.134 1.118

(d)
14
Properties=species:S:1:pos:R:3 method="wB97M-V/def2-TZVPD" multiplicity=1 lumo_energy_ha=-0.1955 orbital_gap_ev=9.46 total_charge=+1
C 3.306 -0.066 0.083
C 1.930 -0.002 0.065
C 0.743 -0.074 -0.191
C -0.615 -0.323 -0.219
N -1.561 0.499 0.171
C -2.912 0.045 0.061
H 3.564 0.526 -0.772
H 3.691 0.366 1.069
H 3.597 -1.089 -0.177
H -0.995 -1.257 -0.606
H -1.237 1.514 0.256
H -3.352 0.316 -0.847
H -2.701 -0.957 0.287
H -3.459 0.503 0.820

We find (d) to be the most stable, with the next structure 3.0 kcal/mol higher.

(a)
14
Properties=species:S:1:pos:R:3 method="wB97M-V/def2-TZVPD" multiplicity=1 lumo_energy_ha=-0.2146 orbital_gap_ev=8.85 total_charge=+1
C 0.379 -0.342 -1.766
C 0.190 -1.171 -0.858
C -0.237 1.271 1.172
C -0.248 1.527 -0.232
C -0.136 -2.255 0.022
N 0.592 2.267 0.485
H 0.396 0.288 -2.611
H -0.966 1.652 1.741
H 0.139 0.241 1.622
H -0.919 1.711 -1.125
H 0.278 -2.080 1.126
H 0.140 -3.178 -0.379
H -1.192 -2.292 0.241
H 1.585 2.361 0.564

(b)
14
Properties=species:S:1:pos:R:3 method="wB97M-V/def2-TZVPD" multiplicity=1 lumo_energy_ha=-0.2270 orbital_gap_ev=9.27 total_charge=+1
C -1.799 0.095 0.086
C -1.404 -1.175 -0.530
C -0.043 -0.494 -0.713
C 0.605 0.171 0.565
C 1.859 0.936 0.400
N -0.633 0.710 -0.044
H -2.707 0.520 0.484
H -1.414 -2.023 0.161
H -1.919 -1.486 -1.440
H 0.464 -0.376 -1.656
H 0.429 -0.262 1.545
H 2.049 1.208 -0.634
H 2.691 0.336 0.770
H 1.823 1.840 1.007

(c)
14
Properties=species:S:1:pos:R:3 method="wB97M-V/def2-TZVPD" multiplicity=1 lumo_energy_ha=-0.1335 orbital_gap_ev=10.88 total_charge=+1
C -2.058 0.156 0.027
C -0.649 -0.263 -0.137
C 0.114 -1.327 -0.372
C 1.409 -0.514 -0.357
C 1.658 0.370 0.806
N 0.517 0.700 -0.025
H -2.286 0.344 -1.004
H -2.078 1.032 0.648
H -2.561 -0.633 0.436
H -0.119 -2.303 -0.678
H 2.008 -0.535 -1.207
H 1.259 0.172 1.800
H 2.430 1.151 0.653
H 0.356 1.652 -0.589

We find (c) to be the most stable, with the next structure 6.4 kcal/mol higher.

(a)
21
Properties=species:S:1:pos:R:3 method="wB97M-V/def2-TZVPD" multiplicity=1 lumo_energy_ha=0.0380 orbital_gap_ev=9.77
C 1.850 -1.291 0.030
C 0.956 -0.242 -0.622
N 1.220 1.121 -0.133
C -0.099 1.120 0.631
N -0.851 2.280 0.269
C -0.562 -0.146 -0.146
C -1.207 -1.231 0.691
N -1.396 0.205 -1.325
H 2.905 -1.005 -0.054
H 1.731 -2.259 -0.467
H 1.631 -1.424 1.093
H 1.060 -0.310 -1.714
H 2.046 1.213 0.451
H 0.074 0.990 1.702
H -0.381 3.143 0.531
H -0.918 2.313 -0.752
H -2.202 -0.925 1.035
H -1.314 -2.159 0.121
H -0.620 -1.453 1.587
H -1.660 -0.603 -1.886
H -2.262 0.664 -1.042

(b)
21
Properties=species:S:1:pos:R:3 method="wB97M-V/def2-TZVPD" multiplicity=1 lumo_energy_ha=0.0378 orbital_gap_ev=9.02
C 2.125 -0.373 1.421
C 1.016 -1.014 1.032
C -0.379 -0.493 1.277
C -1.167 0.139 0.087
N -1.716 1.436 0.495
N -0.520 0.423 -1.198
C -0.128 -0.755 -1.966
N 0.559 1.394 -1.107
H 2.076 0.590 1.924
H 3.110 -0.790 1.231
H 1.106 -1.976 0.533
H -0.342 0.215 2.117
H -0.971 -1.338 1.656
H -2.027 -0.511 -0.123
H -1.724 1.974 -0.376
H -2.698 1.310 0.729
H 0.933 -0.759 -2.240
H -0.335 -1.693 -1.440
H -0.706 -0.779 -2.896
H 0.354 2.052 -0.344
H 1.432 0.948 -0.815

We find (a) to be the most stable, with the next structure 39.7 kcal/mol higher.